C70H173AlB3N11O30 | ωB97M-V/def2-TZVPD

Computed properties:
* largest force on an atom: 5.5 eV/A
* E_tot: -161814.5938 eV
* Kohn-Sham gap: 2.3 eV

Last column: Mulliken charge in e.
Positions of all 288 atoms, in Å:
1 Al 0.484 2.964 -6.539  0.97
2 B -2.430 2.785 -6.236  2.92
3 H -2.080 3.070 -7.216  -0.81
4 H -2.304 3.541 -5.476  -0.50
5 H -3.486 2.564 -6.240  -0.22
6 H -1.950 1.884 -5.886  -1.26
7 B 2.646 3.242 -4.402  2.81
8 H 3.470 3.364 -3.716  -0.27
9 H 2.194 4.202 -4.598  -0.28
10 H 3.003 2.804 -5.321  -0.19
11 H 1.888 2.590 -3.997  -1.79
12 O -0.204 1.481 -4.046  0.19
13 C -0.031 0.929 -2.945  -0.28
14 O 0.174 1.480 -1.740  0.18
15 B 0.348 0.445 -0.722  -0.23
16 O 0.151 -0.836 -1.437  0.02
17 C -0.196 -0.595 -2.697  -0.16
18 O -0.402 -1.432 -3.584  -0.16
19 O -0.626 0.557 0.347  0.07
20 C -0.074 0.511 1.542  0.07
21 O -0.571 0.564 2.617  -0.44
22 C 1.477 0.494 1.278  0.26
23 O 1.660 0.467 -0.074  0.19
24 O 2.338 0.394 2.142  -0.49
25 C -0.475 -0.498 -12.339  -0.92
26 O -0.604 0.416 -11.275  -0.21
27 C -1.765 0.142 -10.619  -1.08
28 C -1.693 1.063 -9.378  -0.37
29 N -0.551 0.698 -8.576  0.77
30 C -0.880 -0.370 -7.606  -1.07
31 C 0.408 -0.852 -6.951  -0.04
32 O 1.037 0.105 -6.049  0.27
33 C 2.234 -0.444 -5.489  -1.34
34 H 0.483 -0.356 -12.840  0.25
35 H -1.221 -0.355 -13.121  0.33
36 H -0.486 -1.532 -11.993  0.35
37 H -2.082 -0.876 -10.389  0.42
38 H -2.557 0.551 -11.247  0.54
39 H -2.604 1.026 -8.780  0.35
40 H -1.637 2.114 -9.659  -0.14
41 H -0.126 0.212 -9.353  0.35
42 H -1.314 -1.245 -8.091  0.48
43 H -1.621 0.018 -6.906  0.06
44 H 1.065 -1.303 -7.694  0.35
45 H -0.016 -1.653 -6.345  -0.30
46 H 2.028 -1.459 -5.150  0.49
47 H 2.562 0.102 -4.604  -0.18
48 H 3.079 -0.412 -6.177  0.45
49 C 2.641 4.374 -1.241  -0.59
50 O 1.387 4.820 -0.695  -0.42
51 C 1.037 4.247 0.613  -0.10
52 C -0.542 4.171 0.620  -0.12
53 N -1.047 5.542 0.521  -0.43
54 C -2.440 5.574 0.042  -0.03
55 C -3.085 6.932 -0.169  -1.09
56 O -2.427 7.569 -1.249  -0.21
57 C -3.186 8.673 -1.821  -0.82
58 H 2.795 4.793 -2.235  0.32
59 H 2.667 3.287 -1.320  -0.09
60 H 3.437 4.647 -0.548  0.51
61 H 1.472 4.789 1.453  0.61
62 H 1.496 3.276 0.798  -0.45
63 H -0.888 3.648 1.512  0.56
64 H -0.855 3.569 -0.233  -0.15
65 H -0.516 6.029 -0.186  0.40
66 H -3.082 4.954 0.669  0.40
67 H -2.506 5.099 -0.936  0.04
68 H -2.999 7.614 0.677  0.40
69 H -4.152 6.837 -0.372  0.46
70 H -2.790 8.961 -2.795  0.21
71 H -3.040 9.504 -1.131  0.31
72 H -4.248 8.450 -1.924  0.35
73 C -6.973 -0.742 -4.389  -1.05
74 O -5.818 -0.607 -3.622  0.03
75 C -4.860 0.258 -4.202  -1.32
76 C -3.800 0.553 -3.163  1.41
77 N -4.365 1.061 -1.953  -0.23
78 C -3.379 1.043 -0.841  1.41
79 C -4.040 1.444 0.497  -1.01
80 O -5.261 0.769 0.777  -0.18
81 C -5.943 1.152 1.954  -1.00
82 H -7.548 0.178 -4.489  0.35
83 H -7.662 -1.421 -3.887  0.23
84 H -6.757 -1.060 -5.409  0.36
85 H -5.300 1.223 -4.456  0.54
86 H -4.349 -0.050 -5.115  0.36
87 H -3.268 1.412 -3.572  -0.06
88 H -3.230 -0.353 -2.961  -0.94
89 H -5.098 0.388 -1.780  0.43
90 H -2.547 1.728 -1.004  -0.15
91 H -2.880 0.077 -0.766  -0.86
92 H -4.214 2.512 0.371  0.64
93 H -3.408 1.295 1.373  -0.06
94 H -5.395 1.204 2.895  0.31
95 H -6.621 0.333 2.194  0.24
96 H -6.515 2.048 1.709  0.36
97 C 1.086 3.045 -10.590  -1.00
98 O 0.284 3.650 -9.567  0.16
99 C -0.226 4.903 -10.011  -0.88
100 C -1.210 5.510 -8.898  -0.82
101 N -0.478 5.670 -7.643  0.13
102 C -1.320 6.177 -6.585  -0.76
103 C -0.553 6.399 -5.303  -0.59
104 O -0.198 5.098 -4.763  -0.19
105 C -0.122 5.151 -3.302  -0.65
106 H 2.064 3.498 -10.754  0.34
107 H 0.649 3.115 -11.586  0.37
108 H 1.326 2.001 -10.386  0.19
109 H -0.736 4.787 -10.968  0.49
110 H 0.521 5.655 -10.265  0.48
111 H -2.045 4.828 -8.739  0.21
112 H -1.588 6.474 -9.237  0.49
113 H 0.172 6.426 -7.804  0.24
114 H -2.148 5.505 -6.361  0.09
115 H -1.769 7.135 -6.850  0.56
116 H -1.153 6.972 -4.596  0.22
117 H 0.346 6.984 -5.498  0.33
118 H -0.179 4.083 -3.092  -0.21
119 H -0.965 5.649 -2.823  0.72
120 H 0.725 5.692 -2.880  0.17
121 C 2.964 -1.300 5.029  -0.42
122 O 3.802 -0.947 6.121  -0.38
123 C 5.064 -0.453 5.643  -0.85
124 C 5.998 -0.212 6.829  0.06
125 N 6.382 -1.537 7.357  -0.39
126 C 6.867 -1.466 8.733  -0.24
127 C 8.151 -0.662 8.960  -0.55
128 O 9.281 -1.296 8.502  -0.43
129 C 9.583 -0.964 7.163  -0.70
130 H 2.120 -1.938 5.292  0.42
131 H 3.454 -1.880 4.248  0.15
132 H 2.577 -0.382 4.586  0.06
133 H 4.880 0.370 4.951  0.49
134 H 5.495 -1.208 4.986  0.49
135 H 5.511 0.398 7.589  -0.23
136 H 6.863 0.366 6.502  0.24
137 H 5.558 -2.118 7.308  0.25
138 H 7.033 -2.492 9.061  0.52
139 H 6.062 -1.013 9.312  -0.03
140 H 8.288 -0.571 10.038  0.35
141 H 8.066 0.354 8.575  0.37
142 H 10.656 -1.073 7.002  0.30
143 H 9.422 0.084 6.911  0.27
144 H 9.027 -1.554 6.434  0.26
145 C -6.847 -6.689 -2.091  -0.86
146 O -6.089 -5.774 -2.860  -0.39
147 C -5.700 -4.665 -2.080  -0.81
148 C -4.749 -3.807 -2.962  -0.05
149 N -3.507 -4.412 -3.283  -0.09
150 C -2.731 -3.519 -4.125  0.28
151 C -1.427 -4.250 -4.543  0.52
152 O -1.602 -5.438 -5.287  -0.51
153 C -0.374 -6.076 -5.674  -0.61
154 H -7.619 -6.293 -1.432  0.31
155 H -6.224 -7.258 -1.401  0.33
156 H -7.260 -7.485 -2.710  0.31
157 H -4.959 -4.990 -1.350  0.25
158 H -6.510 -4.083 -1.640  0.51
159 H -4.486 -2.876 -2.460  0.02
160 H -5.307 -3.615 -3.878  0.30
161 H -3.678 -5.248 -3.823  0.26
162 H -2.525 -2.691 -3.447  -0.64
163 H -3.232 -3.062 -4.978  0.60
164 H -0.774 -4.515 -3.711  -0.27
165 H -0.731 -3.639 -5.117  -0.08
166 H 0.200 -6.224 -4.759  0.20
167 H 0.218 -5.458 -6.349  0.21
168 H -0.544 -7.074 -6.076  0.30
169 C 2.429 -6.904 4.376  -0.85
170 O 2.619 -5.639 3.851  -0.21
171 C 2.231 -5.655 2.465  -0.63
172 C 2.630 -4.293 1.991  -0.11
173 N 2.432 -4.250 0.553  -0.01
174 C 2.648 -2.851 0.106  0.01
175 C 2.486 -2.832 -1.421  0.51
176 O 3.397 -3.535 -2.210  -0.37
177 C 4.722 -3.450 -1.787  -0.59
178 H 3.116 -7.671 4.019  0.32
179 H 1.397 -7.252 4.379  0.31
180 H 2.713 -6.734 5.415  0.25
181 H 1.163 -5.801 2.306  0.30
182 H 2.834 -6.372 1.907  0.38
183 H 3.679 -4.133 2.244  0.15
184 H 2.069 -3.465 2.424  0.12
185 H 1.464 -4.439 0.332  0.36
186 H 3.649 -2.522 0.386  0.28
187 H 1.976 -2.080 0.483  0.00
188 H 2.671 -1.842 -1.838  -0.43
189 H 1.468 -3.105 -1.697  -0.31
190 H 5.342 -4.088 -2.417  0.35
191 H 4.824 -3.791 -0.757  0.23
192 H 5.115 -2.437 -1.874  0.13
193 C 5.576 -1.083 -4.765  -0.67
194 O 5.922 -0.476 -3.534  -0.51
195 C 4.929 0.424 -3.102  1.07
196 C 5.518 1.410 -2.048  -1.17
197 N 5.935 0.766 -0.764  -0.46
198 C 4.793 0.358 0.090  0.80
199 C 5.349 -0.419 1.307  -1.04
200 O 6.030 -1.525 0.865  -0.26
201 C 6.625 -2.403 1.820  -0.79
202 H 6.411 -1.719 -5.058  0.37
203 H 5.345 -0.373 -5.560  0.29
204 H 4.741 -1.752 -4.557  0.17
205 H 4.057 -0.071 -2.674  -0.72
206 H 4.699 1.115 -3.913  0.60
207 H 4.739 2.142 -1.832  0.09
208 H 6.370 1.861 -2.557  0.45
209 H 6.403 -0.099 -0.995  0.48
210 H 4.054 -0.300 -0.368  -0.50
211 H 4.305 1.274 0.424  0.25
212 H 4.580 -0.743 2.008  0.12
213 H 6.010 0.089 2.009  0.72
214 H 7.171 -3.217 1.344  0.21
215 H 5.837 -2.769 2.478  0.19
216 H 7.354 -1.818 2.380  0.39
217 C 0.027 -6.232 -0.735  -0.96
218 O -0.192 -5.034 -0.042  -0.69
219 C -1.139 -4.226 -0.709  0.65
220 C -1.469 -2.904 0.039  1.05
221 N -2.564 -3.129 1.001  -0.12
222 C -3.491 -2.026 1.193  0.91
223 C -4.576 -2.513 2.166  -0.79
224 O -5.352 -3.620 1.666  -0.25
225 C -6.311 -3.979 2.648  -0.84
226 H 0.954 -6.693 -0.394  0.37
227 H 0.198 -5.996 -1.785  0.19
228 H -0.828 -6.875 -0.528  0.31
229 H -2.039 -4.769 -0.997  0.59
230 H -0.752 -3.905 -1.676  -0.88
231 H -1.708 -2.078 -0.632  -0.69
232 H -0.594 -2.598 0.612  -0.82
233 H -3.164 -3.863 0.651  0.42
234 H -3.896 -1.738 0.223  -0.23
235 H -3.091 -1.115 1.638  -0.43
236 H -5.259 -1.666 2.226  0.07
237 H -4.156 -2.732 3.147  0.51
238 H -5.809 -4.394 3.522  0.33
239 H -6.919 -4.827 2.332  0.27
240 H -6.947 -3.151 2.962  0.30
241 C 1.874 2.540 4.939  -0.07
242 O 2.273 3.061 6.157  -0.49
243 C 2.644 2.092 7.180  0.10
244 C 2.495 2.707 8.612  -0.84
245 N 2.409 1.743 9.680  -0.46
246 C 3.582 0.934 9.740  -0.20
247 C 3.817 0.223 11.078  -0.75
248 O 4.060 0.977 12.195  -0.40
249 C 5.290 1.721 12.105  -0.53
250 H 0.914 2.030 5.025  0.22
251 H 2.606 1.892 4.458  -0.05
252 H 1.823 3.371 4.235  0.17
253 H 3.717 1.967 7.035  -0.08
254 H 2.013 1.204 7.133  0.28
255 H 1.583 3.301 8.545  0.44
256 H 3.322 3.373 8.858  0.41
257 H 2.373 2.308 10.517  0.28
258 H 4.423 1.543 9.409  0.37
259 H 3.347 0.268 8.910  0.15
260 H 4.621 -0.513 11.085  0.35
261 H 2.925 -0.383 11.241  0.39
262 H 5.475 2.212 13.061  0.27
263 H 5.175 2.460 11.312  0.23
264 H 6.136 1.121 11.771  0.20
265 C -7.984 -0.367 11.938  -0.78
266 O -6.679 -0.076 11.493  -0.33
267 C -6.486 -0.468 10.160  -0.42
268 C -5.121 0.035 9.637  -0.66
269 N -4.764 -0.592 8.369  -0.34
270 C -5.416 0.100 7.219  -0.88
271 C -4.796 -0.395 5.915  -0.08
272 O -3.431 0.005 5.902  -0.37
273 C -2.788 -0.284 4.676  0.01
274 H -8.423 -1.364 11.900  0.31
275 H -8.708 0.279 11.442  0.32
276 H -8.035 -0.061 12.982  0.30
277 H -7.290 -0.184 9.481  0.31
278 H -6.425 -1.539 9.965  0.30
279 H -4.384 -0.284 10.374  0.36
280 H -5.044 1.122 9.685  0.34
281 H -3.773 -0.504 8.193  0.28
282 H -5.264 1.177 7.155  0.32
283 H -6.505 0.053 7.215  0.43
284 H -5.325 0.083 5.090  0.12
285 H -4.948 -1.466 5.783  0.30
286 H -3.310 0.150 3.824  -0.18
287 H -2.703 -1.360 4.522  0.21
288 H -1.811 0.184 4.797  0.20